The following is a quantum chemistry calculation of a structure of composition C18H47MgNO4Si2 in a non-equilibrium geometry, from the OMol25 dataset.

The calculation puts the relative energy (zero: lowest compared OMol25 entry of this formula, charge and spin) at 4.4 kcal/mol. The HOMO-LUMO gap is 8.066 eV. Its total charge is 0. The calculation puts the HOMO energy at -8.00 eV. For the LUMO energy, the calculation gives 0.062 eV.

Structure (XYZ):
```
73
C18H47MgNO4Si2 | the OMol25 dataset | ωB97M-V/def2-TZVPD
Si 0.628 1.850 -3.216
Si 3.584 0.860 2.883
Mg 0.377 0.123 2.075
O -2.424 -0.447 -2.793
O -0.413 -1.569 1.175
O -0.537 1.825 2.365
O -2.155 2.765 3.652
N -0.184 -0.123 4.223
C -4.673 0.215 -2.077
C -3.517 0.482 -3.009
C -1.231 1.997 3.461
C -0.489 2.501 -4.615
C 2.694 1.675 4.335
C -3.625 -2.357 -3.878
C 4.169 2.271 1.782
C 0.874 -3.744 1.258
C -0.276 1.307 -1.607
C 0.443 -2.522 0.452
C -1.556 -2.262 1.817
C 2.449 -0.251 1.909
C -2.383 -1.487 -3.789
C -2.467 -2.913 0.801
C -0.838 1.132 4.666
C 1.925 3.213 -2.914
C 1.502 0.345 -3.937
C 5.067 -0.063 3.609
H -0.127 -2.858 -0.428
H -1.499 -2.087 -3.535
H -5.108 -0.759 -2.302
H 0.122 2.639 -5.527
H -5.424 0.984 -2.240
H 2.657 -0.216 0.821
H 1.896 0.561 -4.944
H 4.467 1.894 0.795
H 4.820 -0.526 4.579
H -1.745 0.892 5.232
H -2.076 -1.494 2.415
H -0.875 -0.869 4.328
H 5.030 2.791 2.224
H -3.863 0.421 -4.063
H -1.294 1.783 -4.841
H 3.365 3.005 1.631
H -2.713 -2.251 -0.039
H -2.212 -1.039 -4.788
H 2.424 0.931 5.101
H 0.522 -0.344 4.935
H -4.370 0.227 -1.030
H -1.062 2.066 -1.455
H 1.285 -3.476 2.253
H 5.943 0.588 3.766
H -2.011 -3.831 0.416
H 2.633 3.243 -3.758
H -0.788 0.317 -1.619
H 1.302 -1.938 0.119
H 1.459 4.207 -2.827
H 0.773 -0.479 -4.004
H -3.955 -2.724 -2.904
H -4.456 -1.823 -4.345
H 2.334 0.042 -3.282
H 1.774 2.199 4.026
H -0.941 3.475 -4.361
H 0.061 -4.472 1.401
H 2.605 -1.312 2.190
H -3.101 1.488 -2.843
H 3.347 2.421 4.821
H 2.494 3.016 -1.993
H -3.382 -3.212 -4.513
H 5.371 -0.872 2.929
H -0.177 1.726 5.317
H -1.115 -3.007 2.497
H 1.665 -4.237 0.671
H 0.403 1.291 -0.743
H -3.399 -3.205 1.290
```